Molecular formula: C27H36Br2F2N2O11S
Method: DFT, wB97M-V/def2-TZVPD

Geometry as ORCA input:
```
! RIJCOSX wB97M-V def2-TZVPD def2/J DEFGRID3
* xyz 0 1
C 3.27 1.63 -0.80
C 2.57 1.33 0.45
C 1.26 0.42 0.57
C 1.65 -1.08 1.13
C 0.44 -2.04 0.59
C 0.62 -3.58 0.98
Br -0.59 -4.60 -0.29
C 2.11 -4.16 0.74
C 2.77 -3.79 -0.67
Br 1.92 -6.18 0.73
S -1.13 -1.26 1.21
O -1.70 -2.24 2.23
O -2.21 -1.13 0.14
O -0.84 0.16 2.06
C 0.03 1.09 1.34
C -0.91 1.77 0.19
C -0.31 3.13 -0.41
C -0.53 3.07 -2.03
C -2.09 3.06 -2.46
N -2.19 2.12 -3.64
C -1.64 2.52 -4.94
C -1.88 1.30 -5.88
C -2.61 0.21 -4.98
C -2.77 0.79 -3.55
N 0.38 2.19 2.29
C -0.80 2.86 2.88
O -1.30 3.95 2.49
F -1.45 2.26 4.02
C 1.20 1.75 3.44
O 2.22 2.44 3.71
F 0.93 0.67 4.31
H 3.88 0.80 -1.32
H 3.22 2.71 -1.18
H 3.07 1.77 1.40
H 0.91 0.22 -0.52
H 1.63 -1.10 2.29
H 2.66 -1.45 0.73
H 0.44 -1.93 -0.55
H 0.28 -3.86 2.03
H 2.74 -3.85 1.65
H 3.90 -3.63 -0.48
H 2.39 -2.81 -1.14
H 2.67 -4.61 -1.47
H -1.06 1.05 -0.71
H -1.99 1.96 0.57
H 0.80 3.30 -0.22
H -0.91 4.05 -0.06
H -0.03 3.94 -2.58
H -0.09 2.05 -2.36
H -2.46 4.09 -2.80
H -2.80 2.71 -1.63
H -1.13 3.51 -5.22
H -1.58 1.19 -6.98
H -2.92 -0.83 -5.34
H -3.24 0.27 -2.64
C -1.74 5.11 5.69
C -1.26 6.55 5.57
C -0.09 6.72 4.66
O 0.53 7.89 5.19
C 0.21 7.93 6.52
O 0.71 8.67 7.32
O -0.75 7.01 6.82
H -2.45 5.01 6.52
H -2.23 4.79 4.77
H -0.91 4.44 5.90
H -2.10 7.20 5.29
H -0.38 6.88 3.62
H 0.64 5.90 4.72
C 0.15 -9.55 -3.73
C 0.10 -8.07 -3.39
C -0.50 -7.22 -4.46
O 0.11 -5.96 -4.22
C 1.31 -6.22 -3.63
O 2.17 -5.40 -3.46
O 1.41 -7.53 -3.27
H 0.79 -10.08 -3.02
H -0.84 -9.99 -3.72
H 0.59 -9.70 -4.72
H -0.41 -7.93 -2.42
H -1.59 -7.15 -4.38
H -0.24 -7.54 -5.47
*
```

Lowest unoccupied orbital energy   -1.35 eV
HOMO-LUMO gap   6.7 eV



Molecular formula: C2H4S4
Method: DFT, wB97M-V/def2-TZVPD

Geometry as ORCA input:
```
! RIJCOSX wB97M-V def2-TZVPD def2/J DEFGRID3
* xyz 0 1
C -0.37 -0.45 0.59
C -0.52 0.83 0.98
S 1.14 -1.21 0.66
S -1.69 -1.15 -0.26
S 1.92 0.26 -1.10
S 0.82 1.77 -0.95
H 0.24 1.37 1.53
H -1.59 1.27 0.86
H -0.99 -2.23 -0.58
H 1.06 -0.46 -1.74
*
```

Lowest unoccupied orbital energy   -0.73 eV
HOMO-LUMO gap   7.7 eV



Molecular formula: C37H48BBiN4O5Si
Method: DFT, wB97M-V/def2-TZVPD

Geometry as ORCA input:
```
! RIJCOSX wB97M-V def2-TZVPD def2/J DEFGRID3
* xyz 0 1
Bi -1.57 1.54 -0.71
O -1.86 -2.93 -6.83
C -2.85 -3.06 -5.83
C -2.24 -2.92 -4.47
C -3.01 -3.12 -3.33
C -2.43 -2.94 -2.09
N -1.16 -2.60 -1.92
C -0.40 -2.43 -3.01
C -0.91 -2.57 -4.30
C 1.03 -2.08 -2.80
C 1.99 -2.65 -3.63
C 3.33 -2.34 -3.44
C 4.40 -2.97 -4.31
O 4.38 -4.39 -4.23
C 3.65 -1.47 -2.42
C 2.62 -0.95 -1.64
N 1.34 -1.24 -1.82
H -2.27 -3.03 -7.69
H -3.35 -4.04 -5.90
H -3.62 -2.29 -5.95
H -4.06 -3.38 -3.40
H -3.03 -3.04 -1.19
H -0.29 -2.39 -5.16
H 1.71 -3.36 -4.40
H 5.38 -2.56 -4.04
H 4.21 -2.73 -5.36
H 4.47 -4.65 -3.31
H 4.68 -1.18 -2.22
H 2.86 -0.26 -0.84
O -0.85 -2.62 0.94
H -0.04 -2.16 1.16
H -0.86 -2.64 -0.03
C 6.63 -0.75 2.57
C 5.37 -0.53 3.42
C 4.92 -1.88 3.98
C 5.71 0.40 4.60
C 4.29 0.13 2.55
C 4.54 1.38 1.98
C 3.62 2.05 1.19
C 2.42 1.42 0.98
O 1.33 1.81 0.23
B 0.39 0.79 0.37
O 0.90 -0.23 1.15
C 2.15 0.18 1.53
C 3.07 -0.49 2.31
H 7.42 -1.21 3.18
H 7.03 0.18 2.17
H 6.42 -1.42 1.73
H 5.72 -2.30 4.59
H 4.70 -2.59 3.18
H 4.04 -1.78 4.61
H 6.47 -0.07 5.23
H 4.82 0.58 5.21
H 6.09 1.36 4.26
H 5.50 1.86 2.17
H 3.83 3.02 0.76
H 2.81 -1.46 2.72
C -4.63 3.32 2.58
Si -3.73 3.50 0.95
C -4.79 2.79 -0.43
C -3.48 5.32 0.55
N -2.23 2.59 1.03
C -1.38 2.75 2.16
C -0.91 1.65 2.88
C -0.05 1.82 3.96
C 0.34 3.09 4.36
C -0.14 4.19 3.66
C -0.97 4.02 2.57
H -5.52 3.95 2.59
H -4.00 3.61 3.43
H -4.94 2.28 2.73
H -5.74 3.32 -0.39
H -5.00 1.72 -0.30
H -4.38 2.95 -1.43
H -4.38 5.73 0.08
H -2.65 5.46 -0.15
H -3.27 5.92 1.44
H -1.21 0.65 2.60
H 0.31 0.95 4.49
H 1.00 3.22 5.21
H 0.16 5.19 3.96
H -1.29 4.88 2.00
C -3.51 -0.57 1.69
C -3.91 -0.52 0.25
C -5.08 -0.97 -0.31
C -5.00 -0.73 -1.71
C -3.78 -0.15 -1.95
C -3.19 0.25 -3.27
N -3.09 -0.04 -0.76
H -4.28 -1.11 2.25
H -3.42 0.43 2.12
H -2.56 -1.10 1.80
H -5.89 -1.42 0.23
H -5.73 -0.97 -2.47
H -3.82 -0.13 -4.07
H -2.19 -0.17 -3.41
H -3.12 1.33 -3.39
*
```

Lowest unoccupied orbital energy   0.37 eV
HOMO-LUMO gap   7.6 eV



Molecular formula: C6H4ClN3O2
Method: DFT, wB97M-V/def2-TZVPD

Geometry as ORCA input:
```
! RIJCOSX wB97M-V def2-TZVPD def2/J DEFGRID3
* xyz 0 1
N -1.02 2.01 2.73
C -1.25 1.39 1.82
C -1.45 0.63 0.58
C -0.68 1.37 -0.47
C 0.48 0.87 -0.92
C 0.92 -0.38 -0.46
N 2.14 -0.82 -0.62
O 3.08 -0.15 -1.00
O 2.38 -2.21 -0.39
N -0.01 -1.29 -0.08
C -1.14 -0.93 0.32
Cl -2.42 -2.05 0.52
H -2.53 0.42 0.52
H -1.13 2.30 -0.92
H 1.18 1.43 -1.51
H 1.46 -2.61 -0.13
*
```

SMILES   N#C[C@H]1C=C/C(=[N+](\[O-])O)N=C1Cl
Lowest unoccupied orbital energy (alpha / beta)   -0.88 / -0.88 eV
HOMO-LUMO gap (alpha / beta)   7.9 / 7.9 eV